1.
{
  "formula": "C26H32N11NaO2PS3",
  "method": "the ωB97M-V functional and the def2-TZVPD basis",
  "symbols": ["Na", "N", "C", "S", "N", "N", "C", "C", "C", "C", "C", "C", "N", "H", "H", "H", "H", "H", "H", "H", "O", "C", "C", "C", "C", "C", "C", "C", "O", "N", "N", "C", "S", "C", "C", "S", "H", "H", "H", "H", "H", "H", "H", "H", "H", "N", "C", "C", "N", "C", "H", "H", "H", "H", "C", "N", "C", "N", "C", "N", "C", "P", "C", "C", "H", "H", "H", "H", "H", "H", "H", "H", "H", "H", "H", "H"],
  "coordinates": [[-0.11294, -0.21163, 0.32155], [1.87698, 1.80622, 3.97693], [1.43530, 1.45112, 2.71998], [2.12955, 0.02434, 2.03042], [0.54873, 2.32146, 2.25521], [0.00815, 2.00465, 1.03134], [-0.80796, 2.89436, 0.61537], [-1.62784, 2.70194, -0.60385], [-2.73436, 3.52410, -0.79662], [-3.56902, 3.28515, -1.87640], [-3.26990, 2.24193, -2.73532], [-2.13122, 1.49061, -2.47597], [-1.32211, 1.70970, -1.44562], [2.32750, 1.07157, 4.49342], [1.27879, 2.44392, 4.47618], [-0.99750, 3.77344, 1.22942], [-2.93803, 4.32087, -0.09115], [-4.44764, 3.89951, -2.03597], [-3.90307, 1.99981, -3.57800], [-1.86045, 0.66032, -3.12156], [-0.40681, -2.82844, -3.15567], [-1.73008, -3.03842, -3.24503], [-2.18984, -3.88901, -4.25522], [-3.54391, -4.10828, -4.42111], [-4.46994, -3.48780, -3.58410], [-4.01220, -2.65669, -2.57657], [-2.65122, -2.42197, -2.37691], [-2.17834, -1.52372, -1.26524], [-0.92721, -1.31715, -1.16665], [-3.13654, -1.01988, -0.51240], [-2.62101, -0.22635, 0.51461], [-3.54589, 0.40013, 1.11030], [-5.23762, 0.26980, 0.61114], [-5.74392, 1.70038, 1.59210], [-4.97651, 1.68483, 2.90345], [-3.23384, 1.42867, 2.52133], [-0.30609, -2.14265, -2.42599], [-1.45676, -4.35428, -4.90227], [-3.88404, -4.76520, -5.21380], [-5.53160, -3.65419, -3.71585], [-4.70171, -2.16475, -1.90215], [-6.82093, 1.63579, 1.75410], [-5.52479, 2.61620, 1.03985], [-5.34885, 0.89683, 3.55890], [-5.05645, 2.64292, 3.41891], [-2.06805, -3.53532, 3.39978], [-0.74445, -3.64594, 3.77567], [-0.05715, -2.87082, 2.89201], [-0.92396, -2.29420, 1.98375], [-2.11407, -2.71177, 2.32136], [-2.85586, -3.97675, 3.83696], [-0.43441, -4.23694, 4.61938], [0.99843, -2.65620, 2.86513], [-3.03284, -2.45516, 1.81461], [3.58092, 1.00767, -4.50979], [2.57531, 1.86985, -3.89534], [3.25863, 2.80699, -3.00335], [4.11180, 2.17548, -1.99935], [5.05758, 1.29898, -2.68270], [4.44316, 0.30080, -3.56145], [3.66702, -0.67875, -2.78239], [2.29268, 0.04929, -1.76070], [1.58607, 1.07298, -3.15043], [3.31153, 1.41900, -1.01861], [4.22136, 1.63156, -5.13937], [3.07888, 0.27370, -5.14377], [2.51084, 3.41800, -2.49468], [3.88499, 3.45970, -3.61771], [5.66567, 0.78507, -1.93546], [5.71415, 1.92086, -3.29751], [4.34654, -1.22444, -2.12260], [3.23522, -1.41407, -3.46610], [0.82078, 1.73174, -2.73343], [1.07650, 0.39946, -3.84562], [3.96902, 0.99380, -0.25943], [2.64106, 2.09450, -0.48276]],
  "atomic_forces_ev_per_a": [[0.428, 0.169, 0.877], [0.151, -0.116, -0.082], [-0.076, 0.097, -0.001], [-0.217, 0.366, 0.108], [0.142, -0.477, -0.327], [0.226, 0.526, 0.550], [-0.299, -0.184, -0.420], [0.312, 0.006, 0.387], [-0.154, 0.067, -0.090], [0.015, 0.069, 0.090], [0.021, -0.053, -0.008], [0.079, -0.013, 0.094], [0.005, 0.073, -0.016], [-0.024, 0.025, 0.010], [-0.009, 0.007, 0.022], [-0.027, 0.075, -0.038], [-0.009, -0.027, -0.010], [0.011, -0.009, -0.008], [0.012, 0.000, 0.000], [0.008, 0.005, 0.008], [0.085, 0.322, 0.127], [-0.094, 0.085, 0.001], [-0.063, 0.035, 0.028], [-0.032, -0.006, 0.012], [0.098, -0.007, -0.014], [0.016, -0.038, 0.044], [-0.070, 0.033, 0.016], [0.047, -0.213, -0.327], [-0.690, -0.733, -1.096], [0.412, 0.014, 0.127], [-0.384, 0.078, -0.056], [0.236, -0.023, 0.099], [-0.164, 0.047, -0.069], [-0.077, 0.051, 0.111], [-0.189, 0.077, 0.008], [0.174, -0.050, -0.226], [-0.033, -0.314, 0.099], [-0.005, 0.006, 0.003], [0.005, 0.000, 0.006], [0.008, -0.004, -0.009], [0.004, -0.006, -0.027], [0.010, 0.010, 0.028], [0.003, -0.014, -0.012], [0.022, -0.030, -0.008], [-0.014, -0.018, 0.030], [0.025, -0.057, 0.045], [-0.106, 0.040, -0.040], [-0.114, 0.088, -0.094], [0.298, -0.059, 0.269], [-0.010, 0.044, -0.148], [0.018, 0.003, -0.008], [0.002, 0.004, -0.011], [-0.015, 0.010, -0.027], [0.027, -0.005, 0.010], [-0.002, -0.023, 0.031], [0.025, -0.071, 0.088], [-0.023, -0.045, 0.032], [-0.072, -0.101, 0.007], [-0.036, -0.028, 0.004], [-0.090, 0.046, 0.056], [0.085, 0.045, -0.024], [-0.098, 0.109, -0.001], [0.033, 0.007, -0.007], [0.027, 0.031, -0.115], [0.014, 0.021, -0.014], [-0.011, -0.004, -0.003], [-0.010, 0.006, 0.003], [0.026, 0.010, -0.022], [0.001, -0.007, 0.008], [0.012, 0.023, -0.019], [0.028, 0.013, 0.008], [0.003, -0.005, -0.035], [0.062, -0.013, -0.001], [-0.009, 0.000, -0.023], [0.023, -0.014, 0.014], [-0.014, 0.023, -0.025]],
  "lowdin_charge": [0.0404, 0.0199, -0.8993, 0.5170, -0.0401, -0.0274, -0.1472, -0.2753, -0.0441, -0.0791, -0.0612, -0.1283, 0.1276, 0.0496, 0.0714, 0.1051, 0.1063, 0.1009, 0.0996, 0.1139, 0.0360, -0.2772, -0.0304, -0.1111, -0.1139, -0.0409, -0.0694, -0.4572, -0.1322, 0.0016, -0.0716, -0.9158, 0.8903, -0.5576, -0.5532, 0.9075, 0.0681, 0.1081, 0.0917, 0.0870, 0.0980, 0.0674, 0.0634, 0.0683, 0.0688, 0.0352, -0.1192, -0.1525, 0.0834, -0.1969, 0.1365, 0.0944, 0.0641, 0.1112, -0.2128, -0.1539, -0.2047, -0.1540, -0.2112, -0.1590, -0.3422, 1.0351, -0.3297, -0.3519, 0.1167, 0.1205, 0.1241, 0.1169, 0.1210, 0.1167, 0.0794, 0.0795, 0.0614, 0.0844, 0.0597, 0.0723],
  "e_tot_ha": -3461.119934,
  "charge": -1,
  "homo_ev": -4.46,
  "largest_force_ha_per_bohr": 0.029,
  "gap_ev": 6.49,
  "de_lowest_ev": 0.903
}

---

2.
{
  "formula": "C26H32N11NaO2PS3",
  "method": "the ωB97M-V functional and the def2-TZVPD basis",
  "symbols": ["Na", "N", "C", "S", "N", "N", "C", "C", "C", "C", "C", "C", "N", "H", "H", "H", "H", "H", "H", "H", "O", "C", "C", "C", "C", "C", "C", "C", "O", "N", "N", "C", "S", "C", "C", "S", "H", "H", "H", "H", "H", "H", "H", "H", "H", "N", "C", "C", "N", "C", "H", "H", "H", "H", "C", "N", "C", "N", "C", "N", "C", "P", "C", "C", "H", "H", "H", "H", "H", "H", "H", "H", "H", "H", "H", "H"],
  "coordinates": [[0.11579, 0.40822, 0.62770], [-3.04153, -0.85702, 4.07064], [-2.26664, -0.68695, 2.94793], [-0.56567, -0.83761, 3.15201], [-2.97377, -0.42067, 1.86517], [-2.21949, -0.20546, 0.75894], [-2.86688, -0.00867, -0.32321], [-2.15934, 0.17729, -1.59226], [-2.87333, 0.53717, -2.73449], [-2.19871, 0.68705, -3.93142], [-0.83092, 0.46573, -3.96309], [-0.19666, 0.11386, -2.77885], [-0.83468, -0.02518, -1.62217], [-2.60021, -1.33755, 4.83416], [-4.01980, -1.02909, 3.90120], [-3.95759, 0.00467, -0.32862], [-3.94107, 0.70118, -2.66644], [-2.73262, 0.97516, -4.82872], [-0.26018, 0.56911, -4.87567], [0.87170, -0.07310, -2.74690], [-0.10575, 4.33494, -1.81636], [0.69740, 5.13923, -1.10313], [0.81756, 6.47467, -1.49818], [1.63433, 7.33983, -0.79716], [2.34884, 6.89398, 0.31150], [2.23366, 5.57151, 0.70172], [1.41698, 4.67680, 0.01348], [1.30552, 3.24307, 0.42990], [0.47553, 2.50534, -0.19303], [2.09940, 2.87146, 1.41485], [2.01871, 1.51263, 1.65517], [2.61636, 1.14539, 2.70790], [3.32414, 2.27630, 3.87648], [3.81429, 0.98066, 5.05927], [2.92937, -0.23923, 4.85386], [2.86732, -0.55797, 3.07646], [-0.05912, 3.45031, -1.34043], [0.25225, 6.80206, -2.36156], [1.71514, 8.37290, -1.11548], [2.98660, 7.57258, 0.86344], [2.77710, 5.19317, 1.55742], [3.69438, 1.38694, 6.06424], [4.86196, 0.71868, 4.90847], [1.91164, -0.06521, 5.20465], [3.33766, -1.12114, 5.34710], [4.30983, 0.28049, 0.07739], [4.16536, 1.35383, -0.76836], [3.34175, 0.91958, -1.76216], [2.95686, -0.38131, -1.52919], [3.54402, -0.72537, -0.40849], [4.71639, 0.29974, 0.99765], [4.61334, 2.31006, -0.56658], [2.98460, 1.47714, -2.61250], [3.42156, -1.67711, 0.08918], [2.22343, -4.37709, -0.49700], [1.83082, -3.43658, 0.54582], [1.45439, -4.18155, 1.74396], [0.41359, -5.18277, 1.51114], [0.85259, -6.06634, 0.43724], [1.21015, -5.38609, -0.80681], [0.02922, -4.76600, -1.42120], [-0.82923, -3.49053, -0.36376], [0.72251, -2.57921, 0.09972], [-0.86154, -4.53446, 1.17937], [3.12403, -4.90108, -0.16255], [2.46062, -3.81790, -1.40530], [1.10685, -3.47503, 2.50085], [2.34464, -4.69854, 2.11584], [0.06108, -6.79051, 0.22756], [1.73601, -6.60816, 0.78775], [-0.68650, -5.55318, -1.67786], [0.33014, -4.29227, -2.36002], [0.46062, -1.92211, 0.93317], [1.06004, -1.96549, -0.73944], [-1.63552, -5.30152, 1.08160], [-1.14712, -3.88139, 2.00899]],
  "atomic_forces_ev_per_a": [[0.037, 0.078, 0.030], [0.006, -0.013, -0.039], [-0.047, -0.019, 0.084], [0.007, 0.002, -0.007], [0.017, 0.027, -0.046], [-0.103, -0.063, 0.020], [-0.029, -0.020, 0.112], [0.064, -0.010, -0.055], [0.001, -0.015, 0.000], [0.027, 0.003, -0.033], [-0.006, -0.005, 0.030], [-0.014, 0.020, -0.019], [-0.027, -0.021, -0.025], [-0.009, 0.012, -0.005], [-0.001, 0.006, 0.003], [0.004, -0.003, 0.007], [-0.001, -0.005, -0.004], [0.001, -0.001, 0.000], [-0.002, 0.000, -0.002], [0.004, 0.009, 0.001], [-0.010, -0.016, -0.010], [0.017, 0.028, 0.022], [-0.002, -0.014, -0.004], [-0.001, 0.008, -0.006], [0.006, -0.002, 0.007], [0.010, 0.010, 0.004], [-0.004, -0.037, -0.007], [-0.029, 0.030, -0.026], [0.011, 0.010, -0.045], [0.041, -0.004, 0.053], [0.035, -0.003, 0.000], [-0.008, 0.007, -0.022], [0.029, -0.017, 0.035], [-0.012, 0.007, -0.010], [0.017, -0.016, -0.003], [-0.010, 0.000, 0.029], [-0.014, 0.003, 0.004], [0.003, 0.005, -0.001], [-0.002, 0.000, 0.000], [0.000, 0.002, -0.002], [-0.002, -0.003, -0.002], [-0.003, 0.004, -0.002], [0.002, 0.006, -0.010], [-0.005, 0.003, -0.004], [-0.005, 0.000, -0.003], [-0.021, 0.075, -0.012], [0.027, -0.082, 0.030], [0.031, 0.047, 0.072], [-0.040, -0.017, -0.096], [-0.011, -0.022, -0.065], [0.016, 0.001, -0.017], [0.000, 0.003, 0.005], [-0.013, -0.008, 0.002], [0.034, 0.025, 0.071], [-0.018, 0.009, 0.008], [0.002, -0.034, -0.058], [0.013, 0.020, 0.029], [0.011, -0.016, -0.019], [-0.015, 0.010, -0.001], [0.000, -0.001, 0.012], [-0.008, -0.013, 0.000], [0.002, -0.021, -0.067], [0.074, 0.059, 0.017], [-0.032, 0.036, 0.066], [0.004, 0.001, 0.007], [0.002, 0.000, -0.001], [0.005, -0.008, -0.003], [-0.005, -0.009, 0.000], [0.002, -0.002, 0.000], [0.005, -0.002, -0.004], [0.009, -0.006, -0.003], [0.004, -0.004, -0.001], [-0.021, -0.007, 0.010], [-0.042, -0.018, -0.025], [0.005, -0.004, -0.002], [-0.015, -0.006, -0.003]],
  "lowdin_charge": [0.1460, 0.0277, -0.9091, 0.5478, -0.0407, -0.0356, -0.1165, -0.2626, -0.0310, -0.0760, -0.0637, -0.1185, 0.1097, 0.0516, 0.0742, 0.1106, 0.1054, 0.1009, 0.0969, 0.0810, 0.0414, -0.2772, -0.0303, -0.1111, -0.1143, -0.0403, -0.0730, -0.4381, -0.0706, 0.0177, -0.0854, -0.9436, 0.8934, -0.5471, -0.5275, 0.8471, 0.0611, 0.1076, 0.0921, 0.0875, 0.1007, 0.0673, 0.0627, 0.0662, 0.0753, 0.0517, -0.1091, -0.1627, 0.0469, -0.2286, 0.1179, 0.1095, 0.0955, 0.0942, -0.2049, -0.1549, -0.1981, -0.1538, -0.2128, -0.1595, -0.3584, 1.0161, -0.3670, -0.3454, 0.1214, 0.1244, 0.1015, 0.1224, 0.1185, 0.1183, 0.0727, 0.0771, 0.0055, 0.0568, 0.0760, 0.0685],
  "e_tot_ha": -3461.138712,
  "charge": -1,
  "homo_ev": -4.65,
  "largest_force_ha_per_bohr": 0.002,
  "gap_ev": 6.75,
  "de_lowest_ev": 0.392
}